Record 1
The following is a quantum chemistry calculation of C4H11NO as an isolated structure at a distorted geometry, from the OMol25 dataset.

Each line ends with the natural charge from an NBO analysis.
Geometry (Å):
O (-2.1360, 3.0283, -0.9834)  -0.620
N (0.2207, -0.2580, -0.2412)  -0.669
C (-1.1734, 1.5815, -1.2608)  -0.320
C (-0.7334, 0.8297, 0.0225)  -0.214
C (1.8934, -1.8323, 0.8892)  -0.631
C (0.5076, -1.1424, 0.8541)  -0.200
H (-0.2862, 1.5959, 0.6776)  0.197
H (-1.6316, 0.4941, 0.6519)  0.174
H (0.4153, -0.5881, -1.1890)  0.380
H (-0.3928, -1.9033, 0.9890)  0.159
H (2.7760, -1.2197, 0.6141)  0.219
H (-1.3387, 0.8442, -2.1129)  0.225
H (2.0692, -2.3576, 1.8407)  0.221
H (-2.3462, 1.9038, -1.1202)  0.434
H (-0.2710, 2.1236, -1.5346)  0.254
H (2.0175, -2.6228, 0.1286)  0.203
H (0.4096, -0.4770, 1.7745)  0.189

Output
* total charge: 0
* gap between HOMO and LUMO: 0.3417 Eh
* HOMO: -0.31922 Ha

Record 2
The following is a quantum chemistry calculation of a 2-piece molecular cluster, C5H7FO2 overall at a distorted geometry, from the OMol25 dataset.

Each line ends with the natural charge from an NBO analysis.
Geometry (Å):
F (-3.8611, 1.8637, 0.3730)  -0.326
O (-4.9508, -1.4131, -0.3618)  -0.418
O (-0.9175, -1.1654, 0.2426)  -0.561
C (1.2672, -0.4613, 1.0595)  -0.733
C (0.0086, -0.4057, 0.1963)  0.606
C (-3.6375, 0.5149, 0.4820)  -0.105
C (-0.1602, 0.7465, -0.7226)  -0.737
C (-4.3795, -0.4691, 0.0380)  0.623
H (-0.5449, 1.6355, -0.2549)  0.242
H (0.8117, 1.0193, -1.1085)  0.224
H (-0.9772, 0.5348, -1.2937)  0.246
H (1.7737, 0.4417, 0.8659)  0.220
H (1.6971, -1.4013, 1.0872)  0.250
H (-2.6516, 0.3611, 0.8810)  0.223
H (1.0222, -0.3866, 2.1009)  0.244

Output
* total charge: 0
* structure (SMILES): CC(C)=O.O=C=CF
* gap between HOMO and LUMO: 0.3373 Eh
* HOMO: -0.33522 Ha

Record 3
The following is a quantum chemistry calculation of one molecule with the formula C6H10 at a distorted geometry, from the OMol25 dataset.

Each line ends with the natural charge from an NBO analysis.
Geometry (Å):
C (-0.2391, 1.1686, -0.3542)  -0.466
C (0.6402, 0.1806, 0.2586)  0.004
C (-1.6021, -0.7208, 0.0374)  -0.447
C (-0.1184, -1.1246, 0.1690)  -0.445
C (-1.5248, 0.6316, -0.6418)  -0.247
C (2.1334, 0.2172, 0.1683)  -0.649
H (0.1890, -1.6088, -0.7836)  0.198
H (2.5282, 1.2388, 0.1916)  0.217
H (-2.4058, 1.2599, -0.7521)  0.197
H (-0.4805, 1.2943, 0.8889)  0.337
H (-2.0651, -0.6489, 1.0429)  0.190
H (2.6013, -0.3548, 0.9773)  0.218
H (0.1562, 2.1250, -0.7131)  0.247
H (2.4827, -0.2433, -0.7764)  0.209
H (-2.1899, -1.4613, -0.5159)  0.221
H (0.0784, -1.8459, 0.9702)  0.216

Output
* total charge: 0
* gap between HOMO and LUMO (alpha / beta): 0.2952 / 0.2670 Eh
* HOMO (alpha / beta): -0.25648 / -0.24110 Ha

Record 4
The following is a quantum chemistry calculation of C22H22AsBr2GaN2O8S2 as an isolated structure, from the OMol25 dataset.

Each line ends with the natural charge from an NBO analysis.
Geometry (Å):
Br (-2.7805, -4.6667, 1.9833)  0.072
Br (-6.9473, -0.9903, 1.0032)  0.050
As (3.2007, -1.3399, 0.3588)  1.745
Ga (0.0422, -0.6982, 0.7659)  1.922
S (-0.8090, -1.7869, -2.4649)  1.279
S (1.0254, 2.0394, -0.5379)  2.448
O (0.7936, 3.3612, -0.0198)  -0.965
O (-0.5018, -1.3568, -1.0539)  -1.028
O (2.7045, -0.3885, -1.1827)  -0.857
O (1.6145, -1.6808, 0.8836)  -1.268
O (0.1334, 1.6069, -1.5912)  -1.001
O (1.0135, 1.0316, 0.5985)  -1.089
O (3.6449, 0.0569, 1.3633)  -1.059
O (-1.0434, -2.1460, 1.4760)  -0.796
N (0.2716, -0.2100, 2.9786)  -0.390
N (-1.8052, 0.2864, 0.8328)  -0.550
C (0.9457, -0.5227, 5.4728)  -0.510
C (-4.4585, 1.0491, 0.6566)  -0.104
C (-5.0895, -1.3432, 1.1302)  -0.119
C (-3.2972, -2.9082, 1.5417)  -0.206
C (-4.1503, -0.3025, 0.9270)  -0.136
C (-0.6021, -0.0834, -4.5516)  -0.406
C (5.2084, 2.0339, -2.2678)  -0.172
C (4.5725, 3.2333, -1.9757)  -0.246
C (3.3137, 0.7898, -1.4476)  0.422
C (-2.3155, -1.9510, 1.3560)  0.392
C (-4.6651, -2.6059, 1.4272)  -0.203
C (0.7365, -1.7517, -3.4116)  -0.598
C (2.6750, 2.0019, -1.1639)  -0.452
C (-2.7879, -0.6336, 1.0235)  0.167
C (-2.1156, 1.5424, 0.6102)  0.109
C (-1.4873, -0.3412, -3.3342)  -0.612
C (-0.1476, -1.2541, 6.2547)  -0.590
C (-3.4528, 1.9637, 0.5187)  -0.264
C (0.8241, -0.4016, -4.1088)  -0.421
C (3.3033, 3.2133, -1.4226)  -0.150
C (4.5881, 0.8239, -2.0062)  -0.298
C (0.5790, -0.3474, 4.0709)  0.437
H (1.8849, -1.0773, 5.4922)  0.259
H (-1.0768, -0.6866, 6.2462)  0.219
H (5.0824, -0.1145, -2.2233)  0.221
H (-0.3405, -2.2346, 5.8229)  0.227
H (1.5408, -1.9597, -2.7073)  0.275
H (-5.4948, 1.3484, 0.5736)  0.234
H (1.5246, -0.4342, -4.9435)  0.223
H (1.1629, 0.3491, -3.3979)  0.246
H (-0.8952, -0.7374, -5.3778)  0.200
H (-3.6634, 3.0066, 0.3303)  0.233
H (2.8722, 0.6387, 1.4606)  0.503
H (-0.7141, 0.9467, -4.8892)  0.236
H (0.6466, -2.5765, -4.1227)  0.225
H (1.1435, 0.4661, 5.8882)  0.253
H (2.7828, 4.1292, -1.1783)  0.243
H (0.1691, -1.3845, 7.2878)  0.221
H (5.0628, 4.1764, -2.1746)  0.217
H (-2.5343, -0.5321, -3.5622)  0.235
H (-1.3055, 2.2495, 0.4965)  0.235
H (-5.3867, -3.3955, 1.5847)  0.240
H (-1.3973, 0.4590, -2.6013)  0.287
H (6.2023, 2.0400, -2.6973)  0.215

Output
* total charge: 0
* gap between HOMO and LUMO: 0.2768 Eh
* HOMO: -0.28462 Ha

Record 5
The following is a quantum chemistry calculation of C5H9CoO3 as an isolated structure at a distorted geometry, from the OMol25 dataset.

Each line ends with the Löwdin spin population.
Geometry (Å):
Co (1.5116, 4.1694, 2.0143)  2.729
O (0.8555, 4.4512, 0.3187)  0.354
O (-1.2454, -1.4098, -0.7482)  0.004
O (1.5797, 2.3269, 1.9072)  0.345
C (-2.4141, -2.0683, -0.3339)  0.001
C (-0.0826, -1.9179, -0.1422)  0.115
C (0.8799, 3.1851, -0.1721)  0.293
C (1.1136, -1.1900, -0.6252)  0.687
C (1.2138, 2.1386, 0.6231)  0.303
H (1.1893, 1.0328, 0.2152)  0.034
H (-2.5642, -1.9686, 0.7565)  0.000
H (0.5793, 3.0338, -1.2158)  0.007
H (-3.2619, -1.6058, -0.8531)  0.000
H (-0.1660, -1.8146, 0.9636)  0.016
H (-2.3779, -3.1431, -0.5864)  0.001
H (2.0628, -1.3833, -0.1236)  0.037
H (0.0078, -3.0051, -0.3425)  0.034
H (1.1189, -0.8312, -1.6555)  0.040

Output
* multiplicity: 6
* total charge: +1
* gap between HOMO and LUMO (alpha / beta): 0.1946 / 0.2096 Eh
* HOMO (alpha / beta): -0.41702 / -0.45645 Ha

Record 6
The following is a quantum chemistry calculation of one molecule with the formula C24H36N4O3 at a distorted geometry, from the OMol25 dataset.

Each line ends with the natural charge from an NBO analysis.
Geometry (Å):
O (3.3789, -2.6297, -0.3518)  -0.423
O (-1.1951, -3.5841, 1.6849)  -0.646
O (2.8183, 2.1130, 1.3636)  -0.511
N (3.2460, -1.0298, -1.8393)  -0.293
N (-3.9765, 1.7727, -0.4331)  -0.662
N (1.9962, -1.2939, -1.3941)  -0.324
N (-2.5680, -1.9431, 0.9807)  -0.441
C (-4.4539, 0.6104, -1.1631)  0.133
C (5.5243, -1.8592, -1.2805)  -0.451
C (1.0018, -2.8484, 0.2710)  -0.448
C (4.0480, -1.8203, -1.2111)  0.472
C (5.7133, 0.1365, 0.2133)  0.006
C (-3.5825, -2.3773, 1.9197)  -0.424
C (-0.3027, -2.0892, 0.0462)  -0.489
C (4.4715, 0.4262, 0.7663)  -0.340
C (-2.6736, 1.8037, 0.2117)  0.127
C (4.0328, 1.7392, 0.8702)  0.396
C (-5.9632, 0.8266, -1.3581)  -0.598
C (-2.7076, 3.0090, 1.1649)  -0.597
C (-2.8145, -0.7292, 0.2158)  -0.030
C (-1.3894, -2.6100, 0.9789)  0.693
C (-3.8256, 0.4245, -2.5569)  -0.631
C (6.1284, -1.2962, 0.0229)  -0.407
C (-4.2525, -0.6386, -0.2896)  -0.413
C (6.1097, 2.4865, -0.0766)  -0.187
C (2.0941, -2.2389, -0.5180)  0.470
C (4.8702, 2.7738, 0.4530)  -0.274
C (-2.5077, 0.5233, 1.0426)  -0.416
C (6.5290, 1.1726, -0.2116)  -0.243
C (1.8599, 1.1120, 1.6015)  -0.260
C (-1.4828, 1.9979, -0.7467)  -0.632
H (-3.1998, 0.5666, 1.8848)  0.211
H (0.8822, -3.8983, -0.0076)  0.246
H (6.7527, 3.2919, -0.3987)  0.214
H (-1.2489, 1.1015, -1.3120)  0.207
H (3.8547, -0.3848, 1.1227)  0.211
H (-0.1300, -1.0277, 0.2233)  0.228
H (-4.5045, -1.5285, -0.8677)  0.216
H (7.2149, -1.3689, -0.0392)  0.220
H (-3.9060, -1.5470, 2.5471)  0.192
H (-6.4271, -0.0648, -1.7716)  0.206
H (-4.4438, -2.7966, 1.3981)  0.196
H (-4.9344, -0.5657, 0.5570)  0.213
H (-3.5963, 2.9632, 1.7884)  0.217
H (-4.3594, -0.3501, -3.1024)  0.210
H (7.4937, 0.9538, -0.6447)  0.207
H (-2.7790, 0.1432, -2.5071)  0.205
H (-1.4924, 0.4750, 1.4396)  0.210
H (1.2672, -2.8358, 1.3315)  0.243
H (1.6772, 0.5185, 0.6989)  0.186
H (5.8544, -2.8906, -1.4203)  0.230
H (-6.1421, 1.6566, -2.0372)  0.204
H (-1.8280, 3.0186, 1.8031)  0.204
H (-3.1401, -3.1504, 2.5456)  0.253
H (-6.4299, 1.0586, -0.4048)  0.218
H (-2.7336, 3.9370, 0.5989)  0.205
H (5.7877, -1.9059, 0.8627)  0.216
H (-3.8999, 1.3516, -3.1221)  0.209
H (-0.6106, -2.2136, -0.9934)  0.238
H (-2.1581, -0.7576, -0.6534)  0.212
H (2.1551, 0.4505, 2.4234)  0.173
H (-4.1109, 2.6109, -0.9861)  0.362
H (5.8362, -1.2543, -2.1311)  0.245
H (-1.7021, 2.7972, -1.4519)  0.210
H (-0.5952, 2.2784, -0.1851)  0.212
H (0.9483, 1.6381, 1.8831)  0.195
H (4.5211, 3.7892, 0.5513)  0.220

Output
* total charge: 0
* structure (SMILES): COc1cccc(CCc2nnc(CCC(=O)N(C)C3CC(C)(C)NC(C)(C)C3)o2)c1
* gap between HOMO and LUMO: 0.3360 Eh
* HOMO: -0.31150 Ha

Record 7
The following is a quantum chemistry calculation of one molecule with the formula C7H12S at a distorted geometry, from the OMol25 dataset.

Each line ends with the natural charge from an NBO analysis.
Geometry (Å):
S (-1.0128, -2.5320, -3.0342)  0.027
C (0.0091, -0.5154, 1.8161)  -0.584
C (0.0942, -0.5267, -1.4814)  -0.185
C (0.0661, -1.8535, -1.8517)  -0.370
C (0.9890, -0.0140, -0.3915)  -0.424
C (-0.8206, 1.5678, 0.4323)  -0.417
C (0.1073, 0.4482, 0.7718)  -0.063
C (0.4007, 1.8490, 1.3048)  -0.415
H (-1.7758, 1.5118, 0.9532)  0.217
H (1.4564, 0.8896, -0.6720)  0.213
H (1.1126, 2.4387, 0.8518)  0.203
H (-1.9414, -1.5592, -3.0932)  0.122
H (-0.9104, 1.8933, -0.6273)  0.221
H (1.6077, -0.8469, -0.1279)  0.213
H (-0.4989, -1.5522, 1.5497)  0.209
H (0.9587, -0.7970, 2.1486)  0.209
H (-0.4859, 0.0101, 2.7136)  0.206
H (-0.5213, 0.1466, -2.0554)  0.194
H (0.8139, -2.5591, -1.5950)  0.213
H (0.3516, 2.0009, 2.3880)  0.212

Output
* total charge: 0
* structure (SMILES): CC1(C/C=C/S)CC1
* gap between HOMO and LUMO: 0.3348 Eh
* HOMO: -0.30015 Ha

Across the entries above, molar mass takes the values 89.14 118.11 82.15 811.01 176.06 428.58 128.24 g/mol, respectively.
Across the entries above, energy above the lowest of the compared OMol25 structures with the same formula, charge and spin takes the values 5.510 1.927 3.800 0.000 0.055 0.106 2.791 eV, respectively.